The following is a DFT calculation (ωB97M-V/def2-TZVPD) of a molecular structure, C4H11CaO3.

```
19
C4H11CaO3, DFT ωB97M-V/def2-TZVPD
Ca -3.16 1.97 -2.13
O -2.37 0.96 -3.65
O -0.30 0.14 -0.75
O 1.59 -0.80 1.56
C -0.29 0.33 0.64
C 2.10 -1.82 2.38
C 0.21 -0.91 1.32
C -0.36 1.35 -1.50
H 0.34 1.19 0.92
H -1.32 0.56 0.99
H 0.73 1.56 -1.44
H 1.92 -2.81 1.93
H 1.64 -1.79 3.38
H 0.01 -1.80 0.70
H 3.18 -1.66 2.48
H -2.29 1.22 -4.57
H -0.34 -1.03 2.27
H -0.25 2.42 -1.78
H -1.03 0.94 -2.73
```

Results
ΔE to the lowest compared entry with this formula, charge and spin in kJ/mol: 438.5
Net charge: +1
Maximum force in eV/A: 6.16
E_HOMO in eV: -12.17
LUMO in eV: -5.5
Energy in eV: -28895.9089